Entry 1:
19
Properties=species:S:1:pos:R:3:forces:R:3 method="wB97M-V/def2-TZVPD" homo_lumo_gap_ev="7.73 / 7.73" smiles="[H]/N=C(/N)N(N)C(C)=C=C" total_charge=0 homo_energy_ev="-7.59 / -7.59" relative_energy_kcal_mol=101.96 max_force_ev_per_a=2.24
C -0.73209 -2.13432 -0.05354 1.066 -0.446 -0.568
C 1.22410 1.12300 0.25563 0.274 1.633 1.513
C -0.49991 -0.65041 -0.14741 0.835 -0.616 0.143
C -1.31772 0.11195 -0.82631 -0.323 0.498 -0.030
N 0.80645 -0.51995 1.89480 0.357 0.048 0.639
N 1.48671 1.40305 -1.04488 -0.340 0.040 -1.426
C -2.14898 0.86795 -1.47749 -0.308 0.413 -0.165
N 0.55890 -0.06666 0.55612 -0.433 -0.967 0.898
N 1.70735 1.93747 1.14509 -0.802 -1.714 0.115
H 0.55830 -1.50295 1.98930 -0.247 0.235 -0.410
H 1.82158 -0.50083 2.03610 -0.276 0.063 -0.185
H 0.74664 1.17353 -1.69207 0.153 -0.121 -0.122
H 1.80976 2.35908 -1.13988 -0.065 -0.226 0.027
H 1.39590 1.54610 2.04521 0.345 0.624 -0.112
H 0.20175 -2.67694 0.12693 -0.063 -0.096 -0.013
H -1.43415 -2.36270 0.75482 0.056 0.136 -0.112
H -1.15048 -2.52289 -0.98905 -0.054 0.188 0.178
H -3.17741 0.55760 -1.62445 -0.445 0.634 0.974
H -1.85671 1.85791 -1.80891 0.271 -0.325 -1.343


Entry 2:
69
Properties=species:S:1:pos:R:3:forces:R:3 method="wB97M-V/def2-TZVPD" homo_lumo_gap_ev=7.26 total_charge=0 homo_energy_ev=-7.46 relative_energy_kcal_mol=0.00 max_force_ev_per_a=0.27
Pt -0.14679 0.17388 -1.75851 -0.159 -0.032 0.122
O 2.03457 -1.41753 0.35344 -0.004 0.011 -0.040
C 2.49730 -0.25805 1.02706 -0.005 0.017 -0.022
C 4.01407 -0.22759 1.00953 0.020 0.010 -0.008
C 4.61113 -0.22197 -0.40288 -0.059 0.004 0.039
C 4.03128 0.84593 -1.29469 0.018 0.005 -0.022
C 3.96446 2.17557 -0.88073 -0.019 -0.001 -0.010
C 3.37704 3.11495 -1.70722 0.004 0.001 -0.008
C 2.87191 2.70604 -2.93198 0.011 0.004 -0.004
C 2.99999 1.37185 -3.27147 0.006 0.006 0.016
N 3.56927 0.45935 -2.48460 -0.008 -0.045 -0.023
H 1.17797 -1.18879 -0.04291 0.045 -0.055 -0.015
H 2.14335 -0.25421 2.06309 -0.034 -0.010 0.056
H 2.10218 0.64022 0.53712 -0.003 -0.035 0.008
H 4.39859 -1.09720 1.54834 0.000 0.004 0.006
H 4.34264 0.65562 1.56551 0.000 -0.011 0.015
H 4.42423 -1.18309 -0.87948 0.004 0.010 -0.006
H 5.69489 -0.09041 -0.33025 0.000 -0.015 -0.024
H 4.36058 2.46035 0.08570 -0.007 0.001 -0.001
H 3.30786 4.15074 -1.39944 -0.003 -0.001 0.002
H 2.38581 3.39847 -3.60485 -0.002 -0.002 0.001
H 2.61706 1.00950 -4.21971 0.002 0.005 -0.005
C -0.64353 1.28565 -0.38881 0.029 -0.027 -0.016
Ge -2.08639 0.81252 0.84676 -0.005 0.005 -0.059
C -1.38451 -0.65705 1.93080 0.006 0.065 0.064
C -1.34889 -1.94803 1.40465 0.021 -0.008 -0.032
C -0.80275 -2.99557 2.13209 -0.012 0.003 -0.024
C -0.28334 -2.76621 3.39808 -0.001 0.012 0.024
C -0.32376 -1.48928 3.93906 0.027 -0.023 -0.002
C -0.87135 -0.44290 3.20829 -0.038 0.013 0.036
C -2.52934 2.33823 1.99126 0.035 -0.001 0.021
C -1.50779 3.12327 2.52813 0.009 0.001 -0.006
C -1.79081 4.20364 3.35211 -0.005 0.008 0.000
C -3.10908 4.52146 3.64747 0.002 -0.005 -0.001
C -4.13692 3.75778 3.11372 -0.004 0.001 0.001
C -3.84744 2.67575 2.29268 -0.007 -0.006 -0.002
C -3.69209 0.18564 -0.06014 -0.009 -0.017 -0.003
C -3.91197 0.41831 -1.41589 -0.012 0.009 0.013
C -5.07548 -0.02608 -2.03085 0.014 0.015 -0.011
C -6.03369 -0.71089 -1.29762 -0.001 -0.005 0.011
C -5.82562 -0.95445 0.05311 -0.006 0.006 -0.011
C -4.66213 -0.50837 0.66421 0.025 -0.012 0.012
H -0.01355 2.11595 -0.04382 -0.012 0.031 -0.019
H -1.74887 -2.13639 0.41391 0.006 0.011 -0.012
H -0.77834 -3.99156 1.70794 0.004 -0.002 0.000
H 0.14782 -3.58216 3.96424 0.000 -0.001 0.000
H 0.07068 -1.30715 4.93131 -0.004 -0.001 -0.004
H -0.91324 0.54584 3.65277 0.018 0.012 -0.033
H -0.47123 2.89815 2.29638 -0.005 -0.022 0.015
H -0.98380 4.79960 3.75990 -0.001 0.001 0.000
H -3.33414 5.36482 4.28792 -0.001 0.001 -0.001
H -5.16755 4.00615 3.33449 0.000 0.001 0.002
H -4.66200 2.09395 1.87629 0.001 -0.009 -0.003
H -3.15785 0.93513 -1.99800 0.003 -0.004 -0.011
H -5.23148 0.15963 -3.08635 0.000 -0.001 0.002
H -6.93955 -1.05899 -1.77804 0.002 0.001 -0.001
H -6.56664 -1.49488 0.62882 -0.001 0.000 0.000
H -4.50433 -0.71743 1.71774 0.004 0.002 -0.002
C 1.82316 -4.46528 -3.62573 0.003 -0.016 0.013
N 2.28401 -3.08227 -3.56388 -0.082 -0.004 -0.056
C 3.72407 -2.84312 -3.46759 -0.015 0.009 -0.014
C 1.44908 -2.15049 -3.18478 0.084 -0.138 0.196
N 0.70329 -1.33540 -2.84677 0.098 0.172 -0.186
H 2.28561 -4.95457 -4.48242 -0.001 0.001 0.001
H 0.74335 -4.48508 -3.74620 0.000 0.000 -0.005
H 2.09408 -5.00423 -2.71486 0.002 0.005 0.001
H 4.20798 -3.22666 -4.36590 0.000 0.012 -0.002
H 4.12849 -3.35645 -2.59199 -0.003 0.005 0.004
H 3.89843 -1.77414 -3.36558 0.025 0.028 0.016


Entry 3:
127
Properties=species:S:1:pos:R:3:forces:R:3 method="wB97M-V/def2-TZVPD" multiplicity=2 homo_lumo_gap_ev="2.22 / 6.04" total_charge=-1 s2=0.754 homo_energy_ev="-0.75 / -4.57" max_force_ev_per_a=3.76
C -10.17177 -8.23154 -15.80137 -1.435 -1.547 -0.935
O -10.11920 -7.52130 -17.03170 1.879 0.863 0.983
H -9.40121 -8.09796 -15.04210 0.052 1.438 -0.420
H -11.19037 -8.15058 -15.42189 0.136 0.292 0.700
H -10.04843 -9.30673 -15.93120 -0.087 -0.412 -0.592
H -10.71618 -7.78376 -17.73622 -0.450 -0.685 0.254
C -15.61079 -3.63170 -18.03322 0.239 -0.391 -0.833
O -15.03671 -3.84358 -19.33960 0.444 0.600 1.107
H -14.89823 -3.22682 -17.31459 0.427 -0.091 -0.384
H -16.41999 -2.90284 -18.07854 -0.320 -0.240 0.042
H -15.90824 -4.61715 -17.67471 -0.497 0.173 0.433
H -15.75634 -4.04207 -19.94320 -0.196 -0.038 -0.378
C -17.39660 -6.06575 -20.27023 -1.478 -2.048 1.753
O -16.93977 -5.11608 -21.11404 0.744 1.713 -1.292
H -17.47211 -7.05068 -20.73100 0.478 -0.360 -0.068
H -16.80417 -6.11459 -19.35659 0.297 -0.055 -0.204
H -18.41784 -5.90143 -19.92647 -0.268 0.421 0.128
H -17.64073 -4.92396 -21.74121 0.196 0.339 -0.297
C -15.73550 -12.24776 -26.20609 -0.605 0.020 0.603
O -16.61720 -13.34813 -26.48691 0.437 -0.016 -0.297
H -14.78635 -12.40023 -26.71986 0.056 0.364 0.033
H -16.19550 -11.29825 -26.47985 0.052 -0.194 -0.265
H -15.64303 -12.25312 -25.12003 0.563 0.437 0.122
H -15.98587 -14.06506 -26.39181 -0.538 -0.577 -0.254
O -11.89404 -13.02326 -29.15660 -0.036 2.052 3.113
S -11.67671 -12.09610 -28.00448 1.381 -1.243 -2.636
O -12.68354 -11.14811 -27.56268 1.333 -1.577 -0.156
O -11.10861 -13.06506 -26.79132 -0.850 0.876 -0.822
C -10.99512 -12.51111 -25.45992 -0.234 -0.520 0.183
C -10.31854 -13.56795 -24.58858 -0.101 0.102 -0.239
C -10.05175 -11.26772 -28.41142 -1.143 -0.533 0.781
H -11.99026 -12.28184 -25.07883 -0.153 -0.173 -0.015
H -10.48612 -11.54738 -25.44416 0.411 -0.078 -0.263
H -10.89684 -14.49001 -24.52971 -0.501 0.280 0.258
H -10.18947 -13.11233 -23.60682 0.036 -0.349 0.134
H -9.36823 -13.95243 -24.95898 0.253 0.671 -0.190
H -9.41646 -12.02253 -28.87485 -0.359 0.032 -0.155
H -9.60047 -11.01394 -27.45223 -0.095 0.415 -0.138
H -10.24858 -10.40691 -29.05046 0.037 -0.108 0.164
O -11.75071 -0.02080 -16.19855 1.072 -0.381 -0.287
S -11.71215 -0.79700 -17.40561 -0.486 0.176 -1.808
O -10.74751 -0.60392 -18.51428 -1.666 -0.573 2.706
O -11.77354 -2.35245 -16.93254 0.383 1.916 0.587
C -11.52109 -3.37991 -17.85570 -0.097 -1.549 -0.727
C -11.89470 -4.71991 -17.22309 1.040 0.606 0.688
C -13.38406 -0.62642 -18.04705 0.763 -0.439 -0.078
H -10.48591 -3.40111 -18.19636 0.107 0.279 0.184
H -12.14806 -3.27505 -18.74114 -0.082 0.252 -0.136
H -11.30917 -4.98865 -16.34387 0.481 0.489 0.084
H -11.55875 -5.47684 -17.93182 -1.063 -0.297 -0.150
H -12.89879 -4.67736 -16.80109 -0.365 -0.496 -0.879
H -13.43553 -1.30414 -18.89919 -0.403 0.143 -0.051
H -13.56171 0.41370 -18.32035 0.187 -0.148 -0.069
H -14.03997 -0.92248 -17.22838 0.031 -0.008 -0.178
O -7.22701 -7.88319 -21.59745 0.776 0.545 1.395
S -6.77307 -7.95465 -20.21573 0.268 -2.074 1.862
O -5.38706 -8.30562 -19.85677 -2.512 1.244 -0.951
O -7.14482 -6.61084 -19.33668 0.325 -1.137 -0.905
C -8.43196 -5.95530 -19.54210 -0.444 0.265 -0.115
C -8.41451 -4.90645 -20.61144 -0.578 0.789 -1.160
C -7.92286 -9.27355 -19.43671 0.757 1.627 -0.351
H -8.73997 -5.42433 -18.64138 0.755 -0.373 0.540
H -9.23295 -6.68813 -19.63940 0.153 -0.184 -0.495
H -7.85559 -3.99662 -20.39254 0.486 -0.346 0.332
H -9.42187 -4.51677 -20.75798 -0.339 -0.208 0.330
H -8.17163 -5.21072 -21.62954 0.455 -0.381 0.211
H -7.87016 -9.30075 -18.34832 0.132 0.537 -0.103
H -7.68471 -10.28029 -19.78003 0.065 0.390 -0.583
H -8.87701 -8.87261 -19.77866 -0.228 -0.613 0.190
O -13.41078 -9.45739 -19.04729 0.159 0.506 0.066
S -12.82964 -8.40142 -19.82041 0.883 1.067 -2.365
O -11.53343 -7.79319 -19.41446 -2.361 -1.480 -0.959
O -12.62058 -8.94354 -21.38554 0.804 0.594 2.060
C -13.72017 -9.51098 -22.13402 -0.425 -0.667 -0.186
C -13.16961 -10.27105 -23.32467 0.712 0.712 -0.365
C -13.99940 -7.04891 -20.19591 0.324 -0.477 0.987
H -14.36360 -8.69723 -22.46856 -0.044 -0.004 -0.033
H -14.29547 -10.22925 -21.54988 0.013 0.249 0.463
H -12.58741 -9.58821 -23.94345 -0.078 0.158 -0.177
H -13.98020 -10.65750 -23.94249 -0.053 -0.014 0.177
H -12.47346 -11.06678 -23.05958 -0.294 -0.189 0.393
H -13.58083 -6.41390 -20.97671 0.068 -0.220 -0.047
H -14.12629 -6.45882 -19.28828 0.202 0.032 0.052
H -14.97482 -7.47471 -20.43120 0.258 -0.155 -0.264
O -15.08231 -12.80547 -22.66204 0.835 -2.522 0.133
S -14.34425 -14.05987 -22.55981 1.333 -0.476 1.405
O -12.99681 -14.05324 -21.96786 -1.849 0.151 -1.437
O -15.17747 -15.13141 -21.64725 -0.490 1.714 -0.424
C -14.65666 -16.41558 -21.37289 0.102 -1.577 0.062
C -15.75799 -17.23175 -20.66773 0.483 0.428 -0.121
C -14.37535 -14.98988 -24.14125 -0.445 1.379 0.611
H -13.72237 -16.41793 -20.81146 -0.121 0.561 0.296
H -14.39617 -16.93401 -22.29564 -0.147 0.055 -0.302
H -15.47589 -18.27673 -20.53917 0.273 0.024 -0.186
H -16.65899 -17.21089 -21.28082 -0.086 0.118 0.228
H -15.93160 -16.84468 -19.66367 -0.263 0.165 -0.148
H -13.84715 -15.94285 -24.11054 0.148 0.422 0.143
H -13.98484 -14.25536 -24.84559 0.252 -0.329 -0.216
H -15.43728 -15.12852 -24.34420 0.012 -0.055 -0.011
C -15.59087 -5.87316 -24.38200 0.000 -0.058 0.015
N -15.36621 -4.40398 -24.29552 0.840 1.414 -0.648
O -14.19346 -4.06341 -24.19937 -1.357 -0.012 0.264
O -16.31133 -3.60645 -24.49539 1.211 -1.707 0.751
H -14.72494 -6.44094 -24.04159 0.151 0.566 0.113
H -15.63479 -6.01997 -25.46117 -0.521 -0.371 -0.112
H -16.45228 -6.14938 -23.77391 -0.122 0.148 -0.531
C -13.60626 -8.35115 -26.57927 -1.578 0.489 -1.208
N -14.34879 -7.33114 -27.39324 2.560 -1.164 2.500
O -15.38133 -7.60840 -28.01386 -2.543 -1.033 -1.316
O -13.81624 -6.18526 -27.37894 0.657 1.808 0.048
H -14.25257 -9.22857 -26.55634 0.165 -0.101 0.166
H -13.42133 -7.95804 -25.57959 0.166 0.072 -0.029
H -12.68524 -8.59568 -27.10843 0.298 0.017 0.172
C -9.97121 -7.48426 -22.70236 0.603 0.790 -0.672
N -11.15030 -6.58638 -22.81318 -1.011 -0.039 1.362
O -11.96130 -6.75890 -23.69277 0.367 -0.299 -0.254
O -11.28747 -5.74254 -21.93539 0.269 -0.079 -0.056
H -9.96828 -7.99822 -23.66357 0.411 -0.306 0.435
H -9.92180 -8.08888 -21.79677 -0.963 -0.135 -0.263
H -9.12292 -6.81800 -22.54551 0.001 -0.078 -0.583
C -18.83574 -7.97302 -24.44078 0.439 2.207 0.552
N -17.93451 -9.15804 -24.39990 0.011 0.133 0.578
O -18.51067 -10.19890 -24.54147 -0.653 -1.387 -0.494
O -16.74686 -9.08499 -24.10935 -0.522 0.949 -0.263
H -18.39329 -7.19450 -23.81929 0.254 -0.206 0.195
H -19.83773 -8.13154 -24.04203 0.295 -0.858 -0.196
H -18.91531 -7.45059 -25.39411 0.288 -0.836 -0.405


Entry 4:
15
Properties=species:S:1:pos:R:3:forces:R:3 method="wB97M-V/def2-TZVPD" homo_lumo_gap_ev=7.95 total_charge=-1 homo_energy_ev=-4.25 relative_energy_kcal_mol=23.15 max_force_ev_per_a=3.33
C -1.37498 -0.08215 0.55541 -1.985 -2.399 -1.186
C -0.40609 -0.78264 2.56654 0.952 1.824 -0.824
N -0.23365 -0.11451 1.41024 -1.847 -0.539 -0.525
O 1.91244 0.79605 -0.19047 0.225 0.167 0.381
O 0.65977 0.23674 -2.27747 1.794 0.010 -1.778
O 3.06846 -0.61904 -2.06642 -0.713 1.281 1.313
O 0.41424 -0.95852 3.42103 1.108 -0.828 1.210
P 2.17560 0.90625 -1.67196 -0.587 -1.750 -0.606
H -2.21582 -0.23522 1.24891 -0.487 1.308 -0.548
H -1.41215 0.72176 -0.21077 0.008 -0.250 1.083
H -1.58822 -1.05995 -0.04668 1.147 1.302 0.422
H -1.44909 -0.98120 2.70995 -1.086 -0.663 0.326
H 0.56157 0.16001 0.89097 2.385 0.260 -0.011
H 2.91473 -1.01691 -1.17898 0.247 -0.136 -0.749
H 1.03161 -0.11558 -3.14856 -1.163 0.415 1.492